100
Properties=species:S:1:pos:R:3:mulliken_charge:R:1 method="wB97M-V/def2-TZVPD" total_energy_ha=-4109.22977 de_lowest_kcal_mol=49.2 gap_ev=8.92 multiplicity=1 total_charge=+1 homo_ev=-11.48 e_lumo_ev=-2.554
C 2.07 -0.34 1.41 -0.036
C 2.11 -1.64 2.21 0.154
O 2.92 -1.90 3.06 -0.520
N 1.03 -2.66 1.88 0.164
H 1.61 -3.18 1.45 0.311
H 0.99 -3.27 2.71 0.459
C -0.20 -2.25 1.20 -1.466
H 2.16 0.21 2.18 0.387
H 1.21 -0.10 0.83 -0.108
H 2.93 -0.39 0.65 0.087
H -0.77 -3.10 1.36 0.861
H -0.29 -2.45 0.19 0.386
H -0.78 -1.38 1.48 0.274
F 1.92 -3.01 -1.87 -0.213
C 2.56 -2.40 -2.88 0.457
C 2.33 -2.79 -4.21 -0.328
C 3.03 -2.23 -5.24 -0.664
C 3.85 -1.01 -5.00 -0.791
C 3.93 -0.43 -3.71 -0.558
C 3.26 -1.21 -2.62 -0.171
H 1.98 -3.81 -4.20 0.458
H 3.14 -2.55 -6.34 0.320
H 4.54 -0.67 -5.59 0.586
H 4.67 0.33 -3.39 0.436
H 3.43 -0.89 -1.65 0.507
C -1.78 0.76 6.52 -0.671
C -1.77 -0.33 5.44 -0.275
C -0.58 -1.20 5.68 -0.409
S 0.69 0.12 5.96 0.989
O 1.15 0.59 4.69 -0.481
O 1.56 -0.42 6.90 -0.733
C -0.40 1.34 6.75 -0.340
H -2.10 0.37 7.42 0.483
H -2.59 1.74 6.50 0.227
H -1.72 0.00 4.53 -0.218
H -2.65 -0.92 5.49 0.526
H -0.21 -1.64 4.66 -0.235
H -0.72 -1.74 6.46 0.647
H -0.31 2.26 6.20 0.112
H -0.27 1.57 7.84 0.329
C 3.39 2.67 -0.26 -0.975
C 2.25 2.41 -1.29 1.136
C 1.71 3.55 -1.88 -0.876
S 2.76 4.88 -1.28 1.204
O 2.32 5.41 0.02 -0.574
O 3.14 5.74 -2.38 -0.744
C 4.08 3.89 -0.88 -0.718
H 3.98 1.76 -0.26 0.520
H 3.06 2.95 0.63 0.337
H 1.54 1.66 -0.89 -0.840
H 2.72 1.82 -2.04 0.324
H 0.79 3.66 -1.41 0.306
H 1.81 3.54 -2.95 0.399
H 4.70 4.55 -0.13 0.401
H 4.87 3.69 -1.69 0.297
C -4.41 -5.75 -1.27 -0.729
C -4.80 -4.28 -1.42 -1.210
C -3.62 -3.50 -1.23 0.040
S -2.39 -4.28 -2.14 1.269
O -1.11 -4.08 -1.53 -0.632
O -2.58 -3.95 -3.53 -0.744
C -3.00 -5.97 -1.83 -0.652
H -5.08 -6.23 -1.93 0.335
H -4.65 -6.24 -0.36 0.356
H -5.58 -3.98 -0.63 0.357
H -5.25 -4.03 -2.24 0.661
H -3.22 -3.67 -0.15 0.149
H -3.98 -2.50 -1.59 0.173
H -2.19 -6.50 -1.30 0.356
H -3.20 -6.54 -2.81 0.277
C -0.67 4.48 0.82 0.019
C -0.29 4.68 2.31 -3.029
C -0.03 3.49 2.89 0.095
S -1.17 2.37 2.27 1.252
O -2.28 2.39 3.20 -0.794
O -0.49 1.19 1.88 -0.203
C -1.58 3.25 0.86 -0.431
H 0.32 4.13 0.43 -0.275
H -1.08 5.40 0.36 0.491
H -0.82 5.12 2.81 1.159
H 0.48 5.27 2.47 0.965
H -0.10 3.56 3.93 0.098
H 0.88 2.96 2.74 0.423
H -2.63 3.34 1.04 0.496
H -1.46 2.45 0.09 -0.389
C -1.24 1.34 -4.42 -1.398
C -0.58 -0.05 -4.49 -0.679
C -1.19 -0.84 -3.46 -0.127
S -1.59 0.05 -2.03 1.110
O -0.39 -0.03 -1.20 -0.163
O -2.83 -0.33 -1.57 -0.835
C -1.61 1.60 -2.89 -0.349
H -2.11 1.35 -5.13 0.323
H -0.79 2.08 -4.91 0.746
H 0.42 0.02 -4.25 0.183
H -0.82 -0.67 -5.38 0.473
H -0.41 -1.77 -3.33 -0.191
H -2.12 -1.11 -3.90 0.539
H -1.07 2.36 -2.53 -0.102
H -2.70 1.87 -2.94 0.447

---

96
Properties=species:S:1:pos:R:3:mulliken_charge:R:1 method="wB97M-V/def2-TZVPD" total_energy_ha=-5828.40941 de_lowest_kcal_mol=29.6 gap_ev="3.67 / 3.65" multiplicity=1 total_charge=-2 homo_ev="0.42 / 0.44" e_lumo_ev="4.090 / 4.090"
Ti -0.69 0.34 0.08 0.616
C -3.06 5.09 3.50 -0.996
C -3.11 3.70 4.14 -0.921
Sb -1.53 2.43 3.31 -0.250
C -1.70 0.84 4.75 0.005
C -1.94 1.27 6.20 -1.135
C 0.02 3.52 4.39 -0.930
C 0.89 4.34 3.44 -1.094
H -3.85 5.75 3.85 0.360
H -3.15 5.02 2.41 0.193
H -2.11 5.58 3.71 0.258
H -4.07 3.22 3.93 0.448
H -3.01 3.78 5.22 0.431
H -0.77 0.29 4.65 -0.276
H -2.49 0.18 4.38 0.503
H -1.22 2.02 6.52 0.256
H -1.86 0.42 6.88 0.403
H -2.94 1.69 6.33 0.267
H 0.63 2.77 4.91 0.458
H -0.44 4.16 5.15 0.472
H 1.35 3.68 2.70 0.219
H 1.70 4.87 3.96 0.375
H 0.31 5.08 2.90 0.267
N 0.15 -1.42 -0.57 0.106
C 0.12 -2.42 -1.15 -0.647
N 0.37 -3.59 -1.75 0.586
C 0.32 -4.82 -0.97 -0.085
C 1.24 -5.83 -1.62 -0.724
O 0.91 -6.03 -2.99 -0.408
C 1.00 -4.81 -3.71 -0.786
C 0.06 -3.76 -3.16 0.009
H -0.71 -5.21 -0.95 0.297
H 0.63 -4.60 0.05 -0.030
H 1.16 -6.80 -1.13 0.363
H 2.28 -5.47 -1.55 0.344
H 0.75 -5.04 -4.75 0.359
H 2.03 -4.43 -3.67 0.389
H -0.98 -4.08 -3.29 0.129
H 0.20 -2.80 -3.66 0.070
C -2.93 -1.10 -4.62 -0.981
N -2.79 -0.62 -3.27 0.245
C -3.53 -1.36 -2.26 -0.833
C -1.55 -0.09 -2.92 -0.505
O -1.29 0.30 -1.77 1.799
H -3.97 -1.05 -4.93 0.309
H -2.60 -2.15 -4.72 0.260
H -2.33 -0.49 -5.30 0.336
H -3.36 -2.45 -2.38 0.264
H -4.60 -1.17 -2.36 0.266
H -3.21 -1.08 -1.26 -0.075
H -0.89 0.13 -3.76 0.174
C -2.68 3.51 -2.84 -1.239
N -2.24 3.21 -1.49 0.435
C -3.26 2.73 -0.55 -0.730
C -0.95 2.97 -1.21 0.734
C 0.10 3.43 -2.19 -1.679
O -0.61 2.44 -0.15 -0.305
H -3.67 3.08 -2.98 0.426
H -2.01 3.05 -3.57 0.385
H -2.73 4.58 -3.03 0.307
H -2.88 2.80 0.46 -0.073
H -4.15 3.36 -0.66 0.502
H -3.51 1.68 -0.73 0.090
H -0.13 4.41 -2.60 0.458
H 0.18 2.70 -3.00 0.343
H 1.05 3.43 -1.68 0.370
N 1.45 0.72 2.66 -0.628
C 0.76 0.58 1.73 -0.167
Se -2.59 -0.53 1.29 -1.085
Cl 1.68 -0.35 -5.10 -0.352
C 3.23 -0.07 -4.27 0.656
C 4.37 -0.25 -5.01 -0.515
C 5.63 -0.06 -4.44 -0.553
C 5.67 0.32 -3.08 -0.442
C 4.53 0.50 -2.35 -0.755
C 3.19 0.33 -2.89 0.685
C 2.05 0.53 -2.16 -0.244
H 4.27 -0.55 -6.05 0.339
H 6.53 -0.20 -5.02 0.328
H 6.63 0.46 -2.60 0.310
H 4.60 0.78 -1.30 0.346
H 2.07 0.81 -1.11 -0.006
H 1.08 0.37 -2.61 -0.869
C 2.02 -4.73 3.13 -1.504
Sb 1.51 -2.67 2.56 0.494
C 3.56 -2.03 2.73 -1.330
C 1.01 -2.12 4.57 -1.316
H 2.64 -4.73 4.02 0.455
H 2.56 -5.21 2.31 0.348
H 1.11 -5.30 3.32 0.395
H 4.03 -2.50 3.60 0.382
H 3.55 -0.95 2.84 0.347
H 4.12 -2.29 1.83 0.393
H 1.66 -2.65 5.27 0.430
H -0.03 -2.35 4.77 0.378
H 1.16 -1.04 4.65 0.292